1.
A 2-piece molecular cluster, C4H6BrNO overall at a distorted geometry, computed with ωB97M-V/def2-TZVPD.

Its LUMO energy is -0.03 eV. The calculation puts the HOMO-LUMO gap at 9.19 eV. The relative energy (zero: lowest compared OMol25 entry of this formula, charge and spin) is 2.1449 eV. The highest occupied orbital energy is -9.22 eV. As for the SMILES: N=C=CBr.CC=O.

```
13
Properties=species:S:1:pos:R:3:forces:R:3
Br -3.107648 0.758820 -0.138320 -0.58 0.11 0.05
O 0.368763 -0.278522 0.223144 0.30 -0.62 0.71
N -4.184928 -2.770619 -0.578454 -0.08 1.21 1.24
C 0.257042 1.837485 -0.902080 0.01 1.29 -0.51
C -3.498636 -1.926299 0.002238 -2.06 -3.65 -2.29
C -2.869275 -1.007684 0.570214 1.16 3.63 0.85
C -0.028857 0.387453 -0.676854 -1.14 0.38 -2.23
H -0.782943 2.316736 -1.055536 1.87 -0.47 -0.32
H -2.180742 -0.918351 1.355008 0.74 -0.79 0.81
H 0.643991 2.239013 0.031532 0.21 0.17 0.01
H -3.825720 -3.093881 -1.453221 0.52 -0.47 -0.55
H 1.051325 2.057968 -1.740242 -1.90 -0.53 1.36
H -0.772279 0.015864 -1.477852 0.96 -0.25 0.87
```
Positions in Å, forces in eV/Å.

Here are the Mulliken charges for atoms 1 to 5, given in e:
1 Br -0.14
2 O -0.49
3 N -0.52
4 C -0.73
5 C 0.72

2.
An isolated ion of composition C4H9N4O and charge +1 at a distorted geometry, computed with ωB97M-V/def2-TZVPD.

Its spin multiplicity is 3. Its LUMO energy (alpha / beta) is -3.28 / -5.95 eV. The charge is +1. The calculation puts the HOMO-LUMO gap (alpha / beta) at 4.27 / 8.40 eV. The relative energy (zero: lowest compared OMol25 entry of this formula, charge and spin) is 3.0438 eV. The highest occupied orbital energy (alpha / beta) is -7.55 / -14.35 eV.

```
18
Properties=species:S:1:pos:R:3:forces:R:3
O -2.763114 -0.698838 -0.451278 -1.92 -0.73 0.32
N -0.459980 -0.915293 -0.072611 -2.09 -1.14 -0.77
N 2.610903 0.886862 -0.428847 0.01 1.29 -0.53
N -1.537230 1.158659 0.592560 1.21 -2.39 1.33
N 1.945289 -1.060449 0.264295 0.49 -4.74 2.27
C 1.266626 0.795813 -0.518776 0.57 5.67 -1.49
C 3.024766 -0.238124 0.052669 -4.41 0.27 -0.57
C 0.787347 -0.441147 -0.135104 0.13 -2.99 -0.25
C -1.618786 -0.031866 -0.502795 0.94 -1.63 4.28
H -0.553496 -1.993960 -0.210753 -0.43 2.58 0.09
H 0.770383 1.424315 -1.242448 0.05 0.27 -0.13
H -1.930796 0.809602 1.476077 0.27 -0.51 0.12
H -3.204494 -0.810064 0.419582 0.81 -0.06 -0.68
H -1.657058 0.572033 -1.323931 1.04 0.88 -3.05
H -0.449885 1.128761 0.777243 -1.67 2.04 -0.19
H 1.931756 -2.033433 0.645867 0.52 1.46 -0.55
H 3.965954 -0.537836 0.183615 3.61 -1.00 0.72
H -2.128190 1.984972 0.474634 0.88 0.73 -0.90
```
Positions in Å, forces in eV/Å.

Here are the Mulliken charges for atoms 1 to 5, given in e:
1 O -0.51
2 N -0.25
3 N -0.50
4 N -0.84
5 N -0.18

3.
C26H44InN7O2P as an isolated structure at a distorted geometry, computed with ωB97M-V/def2-TZVPD.

Its LUMO energy is -11.60 eV. The charge is +3. The calculation puts the HOMO-LUMO gap at 6.09 eV. The relative energy (zero: lowest compared OMol25 entry of this formula, charge and spin) is 2.3734 eV. The highest occupied orbital energy is -17.69 eV.

```
81
Properties=species:S:1:pos:R:3:forces:R:3
In -0.068693 0.144844 -0.192122 -0.60 -0.75 0.48
P -1.119848 2.849556 -0.256161 0.33 -0.22 1.11
O 1.604455 0.517849 4.190297 -0.65 -0.35 -0.20
O 1.212520 0.555262 1.964843 0.13 0.05 -1.48
N 1.408756 -4.913838 -0.232967 0.45 -1.36 0.15
N -2.659500 -2.775260 -3.125487 -0.10 0.79 0.15
N -0.241506 -0.398413 3.428490 -0.12 -0.26 0.24
N -1.563017 -1.439207 -1.813526 0.73 0.35 0.71
N -1.768210 -3.539038 -2.527064 0.79 -0.79 0.45
N -1.021940 -0.990428 2.416487 0.13 0.05 -0.21
N 0.765645 -2.278477 -0.286436 -0.92 2.01 -0.18
C 1.659660 3.448595 -0.148730 0.19 -0.21 0.00
C -2.792866 3.278068 -2.566148 -0.41 -0.17 -0.04
C -3.254091 3.609303 1.453104 -0.02 0.31 -0.05
C 2.856697 1.205677 4.085271 0.66 0.31 -0.10
C -4.634614 3.615203 0.815397 -0.09 0.13 -0.02
C 2.459911 4.919927 1.759724 0.15 0.10 -0.18
C 0.060455 5.027116 1.016244 -0.05 0.22 0.00
C -1.152315 5.068696 -3.832247 -0.15 0.11 -0.07
C 0.909201 0.243956 3.117997 -0.39 -0.10 0.53
C -3.521391 4.380401 -3.363495 0.12 0.09 0.03
C -2.402228 2.396741 1.009202 0.27 -0.11 -0.32
C -4.533653 1.156748 1.441979 -0.04 -0.06 -0.17
C -1.753983 3.926158 -1.657513 0.21 -0.73 0.03
C -0.616564 4.506845 -2.501318 0.34 0.13 -0.21
C -3.293892 1.233473 0.553494 -0.05 -0.12 0.06
C 2.840244 3.809928 0.765933 -0.07 0.05 0.14
C 1.836085 -2.686643 0.368380 0.92 -0.48 0.53
C 0.345859 3.558581 0.625084 -0.24 -0.31 -0.37
C 1.376126 5.802670 1.165433 -0.03 0.12 0.27
C 0.015277 -3.158685 -0.934466 0.12 -1.18 -0.08
C -2.539131 -1.511558 -2.699671 -0.23 0.13 -0.17
C 0.342072 -4.530979 -0.870462 -0.55 1.12 -0.26
C -2.586847 5.554338 -3.676523 0.05 0.05 -0.08
C -1.104518 -2.722224 -1.737399 -0.89 0.19 -0.70
C 2.180565 -4.041627 0.369818 0.01 0.94 0.16
C -5.438890 2.370185 1.197755 -0.02 0.01 0.11
H 3.340629 5.519069 1.984605 -0.01 -0.04 0.13
H -4.543714 3.692813 -0.270389 0.00 0.04 -0.07
H 1.647337 4.127639 -1.000555 -0.04 -0.17 -0.08
H -5.163633 4.511066 1.143841 0.04 -0.01 -0.10
H 0.121331 3.734279 -2.732412 0.06 0.02 0.12
H -0.505358 5.882985 -4.158744 0.02 -0.07 0.01
H -0.850040 -1.999681 2.393343 -0.01 0.23 0.04
H -2.912312 6.047154 -4.591808 -0.02 0.09 0.10
H 0.444457 2.941028 1.527187 -0.16 -0.01 -0.09
H -1.798647 2.051142 1.862049 0.06 0.10 -0.12
H -3.380192 3.543207 2.535736 0.17 0.06 0.03
H 2.736867 2.135203 3.530164 -0.04 -0.02 0.07
H -3.535311 2.706113 -2.008080 0.08 -0.06 -0.04
H 1.709848 6.184496 0.200875 -0.03 0.06 -0.08
H -5.082087 0.237872 1.236245 0.03 -0.03 0.07
H -3.614762 1.369137 -0.480065 0.03 -0.10 -0.06
H -3.293474 -3.178219 -3.806537 0.00 0.11 0.04
H -3.142667 -0.691494 -3.033439 -0.19 0.09 -0.14
H -0.490678 5.040595 1.959499 -0.03 0.02 -0.08
H -0.544406 5.529973 0.260178 -0.14 0.01 0.06
H -2.261632 4.725048 -1.096211 0.10 -0.13 0.33
H -0.283337 -5.271450 -1.348230 -0.04 -0.04 -0.08
H -4.227137 1.125035 2.488947 0.05 -0.06 0.10
H -6.013237 2.557886 2.104136 -0.05 0.04 -0.03
H -2.629029 6.298696 -2.875442 -0.04 0.07 -0.07
H 2.426256 -1.941170 0.882510 0.06 -0.01 0.03
H -0.366629 -0.679329 4.398077 -0.01 -0.05 -0.23
H -2.727213 0.294333 0.607668 -0.01 -0.03 -0.12
H -4.386758 4.743113 -2.805803 -0.02 -0.09 0.02
H 3.070273 -4.416055 0.856405 0.08 0.12 0.09
H -2.741321 4.549631 1.244785 0.01 0.05 0.17
H -2.280892 2.602073 -3.253818 0.03 -0.09 0.02
H -1.118748 4.308817 -4.615037 0.07 -0.05 0.02
H -3.896116 3.946732 -4.290348 -0.03 -0.05 0.03
H 3.668835 4.136456 0.138799 0.02 -0.01 0.00
H 2.104011 4.497470 2.701908 0.01 -0.01 0.10
H 3.182919 2.929163 1.309323 0.01 -0.09 -0.05
H 1.804538 2.421313 -0.520254 -0.03 0.13 -0.14
H -0.114648 5.308764 -1.956407 0.05 -0.10 0.05
H 3.163346 1.405005 5.110750 -0.08 -0.02 -0.17
H 1.185342 6.668379 1.801620 0.03 0.00 -0.08
H -2.005583 -0.865629 2.658039 0.18 0.09 -0.11
H 3.595205 0.571933 3.592506 -0.10 0.02 0.05
H -6.158004 2.155992 0.409582 -0.06 -0.07 -0.01
```
Positions in Å, forces in eV/Å.

Here are the Mulliken charges for atoms 1 to 5, given in e:
1 In 1.50
2 P -1.03
3 O -0.43
4 O -0.57
5 N -0.46

4.
C37H32ClDyN3O4P as an isolated structure at a distorted geometry, computed with ωB97M-V/def2-TZVPD.

Its spin multiplicity is 6. Its LUMO energy (alpha / beta) is -0.95 / -0.94 eV. The calculation puts the HOMO-LUMO gap (alpha / beta) at 5.33 / 5.34 eV. The relative energy (zero: lowest compared OMol25 entry of this formula, charge and spin) is 1.8652 eV. The highest occupied orbital energy (alpha / beta) is -6.28 / -6.28 eV.

```
79
Properties=species:S:1:pos:R:3:forces:R:3
Dy -0.865658 -0.617368 1.235343 2.31 0.42 -1.31
Cl -7.572396 0.085588 4.526130 -1.67 -0.05 0.98
P -0.064615 0.638311 -1.446806 0.03 -0.14 1.45
O -1.531758 -1.206435 3.168779 -3.27 -0.81 3.35
O -2.728603 0.620554 1.539643 -1.85 -0.60 0.56
O -1.664891 -2.166674 -0.072994 -0.05 -0.35 0.22
O 1.056706 -0.126835 2.440140 0.87 0.01 -0.32
N -0.430337 2.306412 1.040486 0.64 0.07 1.92
N 1.121181 -2.136231 0.752094 -2.94 -0.56 -1.37
N 2.270815 -1.573215 1.083948 2.76 1.73 2.17
C -2.228102 -4.387289 -0.899137 -0.92 0.41 -0.77
C 3.461333 -0.304982 2.699625 1.14 0.34 -0.17
C 2.423796 -1.382310 -4.751590 1.88 -0.04 0.40
C 1.209528 4.073499 0.502843 -0.89 -1.21 -2.24
C 0.915504 -0.238382 -2.705407 0.64 -0.55 -0.31
C 3.094856 -0.912473 -3.588538 -0.77 -0.90 -0.24
C 2.537094 -3.816394 -0.227636 -0.09 -1.00 0.66
C 1.051760 -1.482614 -4.776235 -0.23 -0.11 -1.44
C -5.068482 -0.629512 4.134971 0.97 -0.25 -1.03
C 1.697524 2.837652 -1.967603 -0.91 -0.64 1.55
C 2.307268 -0.415568 -2.554851 0.00 1.50 0.02
C 4.682238 -0.711341 2.144627 0.87 -0.03 -0.60
C 0.808506 2.194503 -1.051771 0.34 1.74 -0.62
C 5.894664 -0.281265 2.704472 -0.65 -0.09 -0.43
C -3.825596 -0.540355 3.344618 -0.76 -0.34 1.48
C -6.215022 -0.162210 3.579887 0.75 -0.10 -1.55
C -6.291912 0.227832 2.185317 1.36 0.47 1.39
C -3.829241 0.216334 2.133797 0.63 -0.08 -0.18
C 2.460402 3.911969 -1.548529 -0.88 0.12 0.11
C -1.500304 1.397065 -2.218843 -0.34 0.58 -2.71
C 2.210104 -0.609092 2.034097 -2.71 -2.63 -2.05
C -1.419666 1.796224 -3.587395 -0.71 0.88 1.11
C 5.847416 0.345991 3.974496 1.95 -0.45 -0.84
C 4.664678 0.681537 4.542903 -1.43 1.17 1.73
C 0.015489 -3.894143 -0.385825 -1.61 0.90 -0.27
C -1.257310 -3.354295 -0.397218 0.88 -0.84 -0.15
C 0.493566 2.897558 0.135917 0.86 -0.25 0.02
C -3.614590 2.865712 -3.449467 1.08 0.03 -0.26
C -2.441601 2.534385 -4.189012 -0.04 -0.99 1.05
C -2.631257 1.781350 -1.530754 -0.54 -0.04 0.29
C 1.181800 -3.252159 0.022172 1.41 1.82 1.83
C 3.460886 0.432883 3.855706 -0.20 0.34 0.65
C 0.312453 -0.903488 -3.768992 -0.50 0.28 0.76
C 2.133510 4.605346 -0.377804 1.03 -1.42 0.89
C -3.678609 2.546488 -2.096924 1.08 -0.35 -0.32
C -2.679317 -1.271943 3.788628 2.09 0.73 -3.17
C -5.126098 0.458741 1.537391 1.60 0.43 -0.39
H 3.313384 4.138766 -2.133639 0.51 0.81 -0.59
H 6.779237 0.553101 4.527144 -0.46 0.03 -0.51
H 3.053002 -1.672779 -5.611256 -0.58 -0.10 0.51
H -0.030400 -4.841129 -0.880207 1.04 -0.49 0.10
H 2.476637 -4.663174 -0.897755 0.04 -0.38 0.02
H -5.002472 0.933267 0.561470 -0.66 -0.27 0.08
H 2.768872 0.073392 -1.697668 0.13 -0.43 0.03
H -2.248877 2.764359 -5.225663 -0.57 0.41 -0.12
H 1.000312 4.592229 1.393920 -0.35 0.34 1.11
H 0.556438 -1.920892 -5.675613 0.37 0.36 0.98
H -4.456090 2.929813 -1.441294 -0.12 -0.28 -0.28
H 2.465731 0.762736 4.150174 0.39 0.11 0.48
H -0.758047 -0.958150 -3.759116 -0.47 0.03 -0.38
H -2.186219 -4.425127 -2.030194 -0.54 0.23 1.17
H -0.491718 1.679300 -4.111762 0.19 -0.35 -0.36
H 4.182593 -1.061579 -3.447351 -0.79 0.43 -0.29
H -1.412148 2.471133 0.868529 -0.07 0.24 -0.18
H 2.780758 5.347429 0.063824 0.07 0.50 -0.54
H -4.402412 3.430230 -3.926543 -0.06 0.06 0.01
H 6.815333 -0.351432 2.079147 -0.63 -0.33 1.03
H -3.226504 -4.167718 -0.483151 0.22 -0.25 -0.60
H -1.879248 -5.359051 -0.560339 -0.34 -0.06 0.06
H -2.713082 1.445463 -0.513073 -0.22 0.12 0.39
H 4.635256 -1.341978 1.233477 0.19 0.72 0.61
H -5.114047 -1.076305 5.142520 0.35 0.40 -0.60
H -0.195405 2.626103 2.019223 -0.60 -0.62 -1.42
H 4.697963 1.227195 5.552591 -0.33 -0.93 -1.65
H 1.736974 2.466754 -2.971548 0.63 -0.41 -0.29
H 3.081228 -4.065727 0.718822 -0.62 0.08 -0.71
H -7.205580 0.534245 1.733537 -0.71 -0.08 -0.08
H -2.792700 -2.077677 4.495407 -0.01 0.02 0.78
H 3.123517 -3.072158 -0.688309 0.84 0.96 -0.62
```
Positions in Å, forces in eV/Å.

Here are the Mulliken charges for atoms 1 to 5, given in e:
1 Dy 0.93
2 Cl -0.22
3 P 1.26
4 O -0.58
5 O -0.30

5.
A 2-piece molecular cluster, C5H13NS2 overall at a distorted geometry, computed with ωB97M-V/def2-TZVPD.

Its spin multiplicity is 2. Its LUMO energy (alpha / beta) is 3.06 / 2.88 eV. The charge is -1. The calculation puts the HOMO-LUMO gap (alpha / beta) at 5.80 / 5.60 eV. The relative energy (zero: lowest compared OMol25 entry of this formula, charge and spin) is 0.8207 eV. The highest occupied orbital energy (alpha / beta) is -2.74 / -2.72 eV.

```
21
Properties=species:S:1:pos:R:3:forces:R:3
S -1.571487 -1.366554 -1.354242 -0.25 -0.14 0.05
S 2.132426 1.343849 0.946679 -0.06 0.21 0.08
N 0.839936 0.799146 -1.932439 -0.19 0.80 0.02
C 0.873450 2.237132 0.111269 0.18 0.07 -0.45
C -0.083548 -2.087304 1.547477 -1.11 -0.29 0.33
C 0.085851 1.706554 -1.038798 0.95 -0.63 -0.19
C -2.052504 -1.013274 0.375691 -0.40 -0.35 -0.33
C -0.855122 -0.805547 1.282335 -0.18 -0.03 -0.08
H -0.759038 1.116563 -0.651251 -0.31 0.29 -0.31
H -0.216702 -0.091582 0.769350 0.16 0.00 0.24
H -0.247894 2.562279 -1.627748 -0.39 0.05 0.16
H 0.574805 -1.975586 2.407069 0.69 0.00 -0.38
H 1.369539 0.831375 1.928020 0.05 -0.13 0.03
H -2.676637 -1.826500 0.753085 0.14 -0.35 0.13
H 0.315734 -2.450612 0.608984 0.68 0.00 0.06
H 0.844137 3.299451 0.278536 0.00 0.23 0.27
H -2.744562 -0.173028 0.429997 0.19 0.50 -0.11
H 0.308820 -0.067684 -1.985677 -0.04 -0.27 0.12
H -0.787658 -2.869710 1.865728 -0.10 0.09 -0.04
H -1.176888 -0.370271 2.229047 -0.05 0.18 0.28
H 1.753256 0.612833 -1.550023 0.09 -0.22 0.11
```
Positions in Å, forces in eV/Å.

Here are the Mulliken charges for atoms 1 to 5, given in e:
1 S -0.60
2 S -0.26
3 N -0.65
4 C -0.48
5 C -1.23

6.
A 2-piece molecular cluster, C2H7N2S overall at a distorted geometry, computed with ωB97M-V/def2-TZVPD.

Its LUMO energy (alpha / beta) is -4.55 / -6.85 eV. The charge is +1. The calculation puts the HOMO-LUMO gap (alpha / beta) at 10.05 / 4.23 eV. The relative energy (zero: lowest compared OMol25 entry of this formula, charge and spin) is 4.3573 eV. The highest occupied orbital energy (alpha / beta) is -14.60 / -11.08 eV.

```
12
Properties=species:S:1:pos:R:3:forces:R:3
S -0.135613 1.315904 -0.656048 0.29 0.27 -0.20
N 3.203269 -0.368768 0.006285 0.96 -1.34 -0.05
N 1.210183 0.293354 -0.719311 -1.20 2.90 0.17
C -4.384351 -0.259617 0.592955 1.02 -0.13 -0.11
C 2.415185 0.600686 -0.302131 0.10 -1.67 0.35
H -5.115009 -0.670410 1.281153 -0.12 0.26 -0.36
H -4.643602 0.265918 -0.349013 0.19 -0.54 0.98
H 2.782410 1.549582 -0.115072 0.06 2.18 -0.09
H 4.180150 -0.283886 0.265246 -0.22 0.32 0.00
H 2.863585 -1.311552 -0.136564 0.31 -0.16 0.14
H 0.947405 -0.636178 -0.725479 -0.32 -2.50 -0.32
H -3.323614 -0.495036 0.857979 -1.07 0.41 -0.52
```
Positions in Å, forces in eV/Å.

Here are the Mulliken charges for atoms 1 to 5, given in e:
1 S 0.12
2 N -0.25
3 N -0.32
4 C -0.74
5 C 0.28